# 1
Molecular formula: C37H87N3O13
Method: DFT, ωB97M-V/def2-TZVPD

ORCA input file:
```
! RIJCOSX wB97M-V def2-TZVPD def2/J DEFGRID3
* xyz 0 1
C -16.678 17.457 0.515
C -16.672 16.594 -0.777
C -17.382 17.427 -1.825
C -15.169 16.369 -1.102
C -15.014 15.376 -2.264
C -15.707 14.016 -1.976
C -17.136 14.100 -1.423
C -18.087 14.169 -2.595
C -17.387 12.790 -0.618
N -17.299 15.266 -0.491
O -18.602 15.434 -0.019
H -16.121 18.393 0.465
H -17.635 17.506 1.036
H -16.048 16.895 1.205
H -17.377 16.838 -2.743
H -18.387 17.756 -1.562
H -16.730 18.250 -2.118
H -14.684 17.334 -1.251
H -14.655 16.040 -0.199
H -15.359 15.730 -3.236
H -14.037 15.268 -2.736
H -15.073 13.388 -1.351
H -15.744 13.610 -2.986
H -17.587 14.828 -3.304
H -19.086 14.585 -2.463
H -18.158 13.229 -3.141
H -18.272 12.764 0.018
H -16.554 12.586 0.055
H -17.533 11.947 -1.294
H -18.577 15.222 0.917
C -33.241 16.432 -2.366
C -32.474 15.248 -1.683
C -31.039 15.082 -2.267
C -32.148 15.574 -0.180
C -33.312 15.326 0.756
C -33.900 13.956 0.603
C -34.232 13.534 -0.873
C -34.275 12.050 -0.923
C -35.667 14.007 -1.240
N -33.212 13.993 -1.847
O -33.503 13.608 -3.147
H -33.456 16.181 -3.404
H -34.160 16.669 -1.831
H -32.698 17.377 -2.364
H -30.615 14.147 -1.902
H -31.071 14.766 -3.310
H -30.432 15.982 -2.171
H -31.286 15.024 0.200
H -31.916 16.636 -0.097
H -32.988 15.531 1.776
H -33.943 16.203 0.615
H -34.812 14.160 1.163
H -33.241 13.209 1.046
H -34.332 11.616 -1.921
H -35.111 11.632 -0.362
H -33.352 11.674 -0.482
H -35.795 15.073 -1.428
H -36.369 13.720 -0.457
H -36.017 13.458 -2.114
H -32.769 13.022 -3.346
C -16.766 8.399 -9.060
C -17.865 7.759 -9.990
C -18.470 8.949 -10.755
C -16.964 7.050 -11.010
C -17.788 6.309 -12.050
C -18.715 5.236 -11.301
C -19.546 5.751 -10.133
C -20.882 6.368 -10.620
C -19.908 4.620 -9.250
N -18.742 6.760 -9.357
O -19.326 7.117 -8.115
H -16.172 7.558 -8.705
H -16.052 9.071 -9.537
H -17.254 9.003 -8.295
H -17.716 9.577 -11.230
H -19.141 8.518 -11.498
H -19.068 9.644 -10.166
H -16.419 7.714 -11.681
H -16.374 6.269 -10.530
H -18.329 6.994 -12.703
H -17.177 5.672 -12.688
H -18.174 4.297 -11.184
H -19.395 5.066 -12.136
H -21.410 6.702 -9.726
H -21.546 5.644 -11.091
H -20.760 7.214 -11.296
H -20.488 5.000 -8.409
H -19.044 4.083 -8.859
H -20.578 3.805 -9.522
H -18.874 6.490 -7.546
O -24.660 15.112 -11.334
C -24.340 14.041 -12.288
C -24.443 14.439 -13.807
O -24.394 13.282 -14.652
H -23.828 15.592 -11.342
H -23.475 13.406 -12.101
H -25.065 13.271 -12.025
H -23.690 15.154 -14.140
H -25.361 15.018 -13.909
H -25.222 12.827 -14.484
O -33.676 10.259 -8.440
C -32.885 9.075 -8.600
C -31.477 9.377 -8.364
O -31.114 9.754 -6.998
H -33.724 10.478 -7.507
H -33.232 8.336 -7.878
H -33.074 8.692 -9.603
H -31.041 10.166 -8.977
H -30.901 8.472 -8.556
H -30.258 10.186 -7.031
O -26.281 11.728 -6.041
C -25.455 10.865 -5.331
C -24.619 10.072 -6.355
O -23.562 10.861 -6.880
H -25.662 12.167 -6.629
H -24.847 11.523 -4.710
H -26.057 10.216 -4.694
H -25.195 9.465 -7.054
H -24.147 9.195 -5.912
H -22.711 10.416 -6.903
O -29.144 6.177 -1.448
C -30.350 6.484 -2.128
C -30.411 5.721 -3.458
O -30.330 4.326 -3.277
H -29.096 5.220 -1.497
H -31.197 6.176 -1.515
H -30.328 7.534 -2.420
H -29.558 6.101 -4.020
H -31.327 6.009 -3.973
H -30.433 3.951 -4.155
O -27.285 6.394 -14.228
C -26.991 7.598 -13.439
C -28.036 8.674 -13.693
O -27.742 9.470 -14.819
H -26.626 6.367 -14.925
H -26.992 7.290 -12.393
H -26.015 8.062 -13.585
H -28.062 9.363 -12.849
H -29.065 8.316 -13.694
H -28.568 9.637 -15.278
*
```

The structure (SMILES) is CC1(C)CCCC(C)(C)N1O.CC1(C)CCCC(C)(C)N1O.CC1(C)CCCC(C)(C)N1O.OCCO.OCCO.OCCO.OCCO.OCCO. The value obtained for the HOMO energy is -7.95 eV. Its energy above the lowest of the compared OMol25 structures with the same formula, charge and spin is 6.444 eV.

=====

# 2
Molecular formula: C37H88N2NiO9
Method: DFT, ωB97M-V/def2-TZVPD

ORCA input file:
```
! RIJCOSX wB97M-V def2-TZVPD def2/J DEFGRID3
* xyz 0 3
Ni -0.202 0.205 -0.238
C -3.135 -3.207 0.668
C -3.712 -2.229 1.698
C -4.117 -3.061 2.957
C -4.548 -2.232 4.091
C -3.461 -1.273 4.592
C -2.835 -0.372 3.453
N -2.633 -1.193 2.166
O -1.687 -0.589 1.130
C -1.544 0.099 4.179
C -3.852 0.793 3.206
C -4.863 -1.531 1.009
H -2.523 -2.657 -0.047
H -3.881 -3.638 0.000
H -2.551 -4.022 1.096
H -3.279 -3.671 3.296
H -4.890 -3.801 2.749
H -4.781 -2.883 4.934
H -5.527 -1.815 3.854
H -2.669 -1.857 5.062
H -3.803 -0.682 5.442
H -0.989 0.707 3.465
H -0.845 -0.727 4.311
H -1.661 0.612 5.134
H -3.954 1.444 4.073
H -4.896 0.495 3.304
H -3.687 1.314 2.263
H -5.703 -2.133 0.664
H -4.437 -1.055 0.125
H -5.177 -0.642 1.556
C 2.974 -0.837 -3.149
C 3.357 0.627 -2.845
C 3.882 1.087 -4.267
C 4.067 2.582 -4.457
C 2.860 3.364 -3.936
C 2.427 2.919 -2.531
N 2.279 1.473 -2.449
O 1.539 0.969 -1.288
C 1.164 3.686 -2.249
C 3.523 3.594 -1.574
C 4.596 0.701 -1.907
H 3.803 -1.507 -3.376
H 2.170 -0.849 -3.885
H 2.549 -1.307 -2.262
H 3.256 0.761 -5.098
H 4.878 0.767 -4.573
H 4.245 2.893 -5.486
H 4.980 2.765 -3.890
H 2.092 3.273 -4.703
H 3.140 4.417 -3.958
H 0.312 3.185 -2.708
H 1.147 4.651 -2.756
H 0.933 3.660 -1.184
H 4.537 3.224 -1.726
H 3.312 3.365 -0.529
H 3.479 4.682 -1.614
H 5.118 -0.242 -1.745
H 4.355 0.985 -0.882
H 5.360 1.384 -2.278
C -3.251 -0.010 -2.192
C -2.855 1.440 -1.813
C -3.732 1.940 -0.606
O -1.470 1.408 -1.532
H -3.001 -0.800 -1.485
H -2.937 -0.291 -3.198
H -4.334 -0.048 -2.312
H -2.919 2.160 -2.628
H -3.255 2.875 -0.312
H -3.769 1.303 0.278
H -4.763 2.161 -0.880
H -1.121 1.372 -2.425
C 0.529 -4.193 4.419
C 0.454 -4.161 2.952
C -0.574 -5.300 2.571
O 0.014 -2.963 2.475
H 1.000 -5.066 4.871
H -0.382 -4.010 4.989
H 1.146 -3.343 4.711
H 1.417 -4.327 2.469
H -1.526 -5.076 3.052
H -0.361 -6.279 2.999
H -0.618 -5.385 1.485
H -0.868 -2.796 2.817
C 0.064 -3.141 -3.557
C -0.428 -2.777 -2.110
C 0.142 -3.719 -1.048
O -0.080 -1.466 -1.733
H -0.539 -2.511 -4.210
H -0.114 -4.176 -3.846
H 1.127 -2.910 -3.629
H -1.507 -2.887 -2.006
H -0.460 -3.689 -0.140
H 1.216 -3.700 -0.865
H 0.177 -4.744 -1.417
H 0.687 -1.248 -2.266
C 3.239 2.953 4.604
C 1.922 3.485 3.926
C 2.173 4.161 2.529
O 1.006 2.355 3.765
H 3.981 3.741 4.730
H 3.752 2.154 4.069
H 2.994 2.468 5.549
H 1.482 4.274 4.535
H 2.594 3.478 1.790
H 2.727 5.096 2.450
H 1.222 4.517 2.133
H 0.877 1.990 4.644
C 2.721 -0.896 2.963
C 2.766 -0.714 1.455
C 3.567 -1.778 0.671
O 1.454 -0.915 1.008
H 3.680 -1.103 3.437
H 2.104 -1.765 3.195
H 2.238 -0.088 3.512
H 3.126 0.240 1.071
H 4.574 -1.729 1.084
H 3.609 -1.717 -0.417
H 3.170 -2.718 1.053
H 1.228 -1.694 1.522
C -1.549 0.346 -5.809
C -0.528 1.280 -5.301
C -0.978 2.746 -5.354
O -0.397 0.972 -3.917
H -2.495 0.642 -5.354
H -1.314 -0.688 -5.558
H -1.634 0.440 -6.892
H 0.514 1.150 -5.592
H -0.334 3.531 -4.957
H -1.976 2.908 -4.946
H -0.995 3.160 -6.362
H 0.444 1.323 -3.617
C -1.029 2.829 1.103
O 0.053 1.880 1.026
H -1.938 2.380 1.504
H -0.745 3.643 1.770
H -1.290 3.499 0.284
H 0.383 1.849 1.927
*
```

The expectation value of S² is 2.0034. The value obtained for the HOMO energy (spin up / spin down) is -5.98 / -5.95 eV.